# C5H7N2O3

A gas-phase ion, C5H7N2O3 (charge -1) at a distorted geometry (ωB97M-V with the def2-TZVPD basis set, the Open Molecules 2025 dataset).

Charge: -1
2S+1: 1
DFT total energy, eV: -14419.4069
LUMO energy (spin up / spin down), eV: 3.746 / 3.747
Energy above the lowest of the compared OMol25 structures with the same formula, charge and spin, kJ/mol: 339.8
Kohn-Sham gap (spin up / spin down), eV: 7.296 / 7.297
HOMO energy (spin up / spin down), eV: -3.550 / -3.550

```
17
C5H7N2O3, DFT ωB97M-V with the def2-TZVPD basis set
C -0.0955 -1.0198 0.7105
C -0.5535 -2.1277 0.0664
C 2.2979 1.1700 0.8485
C -0.5877 0.3636 0.3903
C -1.7505 0.5884 -0.5862
N 1.3531 0.6803 -1.4503
N 0.9715 0.8797 -0.2738
O 3.3081 0.7672 0.3254
O 1.7986 1.6798 1.7743
O -1.2683 -2.3728 -0.8894
H 0.6727 -1.2379 1.4909
H -0.2542 -3.0421 0.7641
H -0.5484 1.0689 1.1733
H -1.5125 1.5276 -1.0304
H -2.6513 0.6857 0.0179
H -1.8096 -0.3064 -1.2127
H 0.6296 0.6955 -2.1189
```

# C5H7N2OS

A gas-phase ion, C5H7N2OS (charge +1) at a distorted geometry (ωB97M-V with the def2-TZVPD basis set, the Open Molecules 2025 dataset).

Charge: +1
2S+1: 1
DFT total energy, eV: -21153.5659
LUMO energy, eV: -4.760
Energy above the lowest of the compared OMol25 structures with the same formula, charge and spin, kJ/mol: 104.1
Kohn-Sham gap, eV: 9.357
HOMO energy, eV: -14.117

```
16
C5H7N2OS, DFT ωB97M-V with the def2-TZVPD basis set
C -0.1562 -0.2958 -0.1609
C 2.0916 -0.5458 0.0019
C 0.1277 -1.4414 -1.1877
C -0.6620 -2.1063 -2.3400
C 0.8059 1.2643 1.2765
N 0.9552 0.1106 0.4098
N -2.0249 -1.9255 -2.3465
O 0.0231 -2.8751 -2.9262
S 1.7811 -1.8033 -1.0689
H -1.1829 -0.1569 0.0442
H 3.1468 -0.4048 0.3279
H 1.7655 1.8435 1.2880
H -0.0506 1.9212 1.0200
H 0.6812 0.8212 2.2785
H -2.3403 -1.0278 -1.9400
H -2.4607 -2.1678 -3.1938
```

# C5H7N2OS

A gas-phase ion, C5H7N2OS (charge +1) at a distorted geometry (ωB97M-V with the def2-TZVPD basis set, the Open Molecules 2025 dataset).

Charge: +1
2S+1: 1
DFT total energy, eV: -21152.4150
LUMO energy, eV: -4.805
Energy above the lowest of the compared OMol25 structures with the same formula, charge and spin, kJ/mol: 215.1
Kohn-Sham gap, eV: 9.815
HOMO energy, eV: -14.620

```
16
C5H7N2OS, DFT ωB97M-V with the def2-TZVPD basis set
C 0.9907 0.2071 1.0366
C -0.3583 -0.0196 1.1934
C 1.4145 -0.1220 -0.2210
C -2.9706 0.6306 -0.3620
C 2.7714 -0.0335 -0.7464
N -0.9551 -0.5192 0.1180
N -2.2137 -0.7162 -0.2452
O -2.4015 1.6377 -0.0279
S 0.1335 -0.7089 -1.2215
H 1.5612 0.4789 1.8197
H -0.9273 0.4135 1.9910
H -3.9206 0.3461 -0.6459
H 2.8460 0.0222 -1.7762
H 3.3398 0.8060 -0.2306
H 3.4397 -0.9069 -0.5948
H -2.7498 -1.5158 -0.0873
```

# C5H7N2OS4

2 unconnected molecules or ions with the total composition C5H7N2OS4 at a distorted geometry (ωB97M-V with the def2-TZVPD basis set, the Open Molecules 2025 dataset).

Charge: +1
2S+1: 1
DFT total energy, eV: -53657.1456
LUMO energy, eV: -5.411
Energy above the lowest of the compared OMol25 structures with the same formula, charge and spin, kJ/mol: 0.0
Kohn-Sham gap, eV: 7.285
HOMO energy, eV: -12.696

```
19
C5H7N2OS4, DFT ωB97M-V with the def2-TZVPD basis set
C 0.8966 2.6635 2.1747
C -0.7386 -0.1765 -0.6321
C 0.1728 -1.8001 0.9920
C 0.6821 0.9932 -2.2562
C -2.0856 0.0609 -0.0303
N 0.1707 -0.9730 -0.1365
N -0.4727 0.6437 -1.6809
O 0.8180 3.4863 2.9227
S -1.1224 -2.1405 1.9825
S 2.0317 0.0544 -2.5576
S 1.7354 -2.4705 1.1054
S 0.9385 1.5598 1.0715
H 2.8034 0.9337 -3.1660
H -2.6759 0.8262 -0.4499
H -2.4938 -0.9623 0.1811
H -1.9083 0.2966 0.9720
H 0.8345 -1.0384 -0.9727
H -1.2645 1.2283 -1.7401
H 1.6783 -3.1854 2.2206
```

# C5H7N2P

2 unconnected molecules or ions with the total composition C5H7N2P at a distorted geometry (ωB97M-V with the def2-TZVPD basis set, the Open Molecules 2025 dataset).

Charge: 0
2S+1: 1
DFT total energy, eV: -17561.3178
LUMO energy (spin up / spin down), eV: -0.798 / -0.417
Energy above the lowest of the compared OMol25 structures with the same formula, charge and spin, kJ/mol: 521.3
Kohn-Sham gap (spin up / spin down), eV: 8.191 / 7.237
HOMO energy (spin up / spin down), eV: -8.989 / -7.654

```
15
C5H7N2P, DFT ωB97M-V with the def2-TZVPD basis set
C -0.5127 0.3158 1.2861
C -0.9972 1.4988 1.7532
C -0.3655 0.5669 -0.1681
C 2.3150 -2.2327 -0.9209
C 0.1675 -0.4043 -1.1226
N -0.8102 1.8451 -0.4626
N -1.2564 2.3028 0.6528
P 0.6624 -1.9891 -0.5330
H -0.0833 -0.4233 1.9624
H -1.4920 1.8197 2.6754
H 2.6557 -3.2075 -0.6031
H 2.9932 -1.4459 -1.3914
H -1.6931 -1.5926 -1.7106
H 0.2856 -0.1521 -2.0962
H -1.8689 3.0985 0.6786
```

# C5H7N2S

2 unconnected molecules or ions with the total composition C5H7N2S at a distorted geometry (ωB97M-V with the def2-TZVPD basis set, the Open Molecules 2025 dataset).

Charge: -1
2S+1: 1
DFT total energy, eV: -19110.1774
LUMO energy, eV: 3.713
Energy above the lowest of the compared OMol25 structures with the same formula, charge and spin, kJ/mol: 359.2
Kohn-Sham gap, eV: 6.705
HOMO energy, eV: -2.993

```
15
C5H7N2S, DFT ωB97M-V with the def2-TZVPD basis set
C -1.6232 -1.3704 -0.6973
C 1.6973 0.3244 -0.9936
C -1.7602 -1.0949 0.4722
C 0.9452 -0.1059 -2.1520
C -1.8336 -0.5405 1.8213
N 2.2047 0.7363 -0.0202
N 2.7519 1.3605 0.8921
S -1.5911 -2.0844 -2.2139
H 0.4693 0.7181 -2.6069
H 1.7422 -0.4457 -2.8212
H 0.1382 -0.6860 -1.7903
H -1.0148 -0.9483 2.5040
H -1.7256 0.6619 1.7632
H -2.8762 -0.7746 2.3324
H 2.3989 1.0016 1.7041
```

# C5H7N3

C5H7N3 in the gas phase at a distorted geometry (ωB97M-V with the def2-TZVPD basis set, the Open Molecules 2025 dataset).

Charge: 0
2S+1: 1
DFT total energy, eV: -9763.2527
LUMO energy, eV: 0.822
Energy above the lowest of the compared OMol25 structures with the same formula, charge and spin, kJ/mol: 591.9
Kohn-Sham gap, eV: 8.805
HOMO energy, eV: -7.983
SMILES string: C=C1N=CNN2C[C@@H]12

```
15
C5H7N3, DFT ωB97M-V with the def2-TZVPD basis set
C -2.4386 -0.0404 -0.2263
C -1.1169 -0.3172 0.0398
N -0.5399 -1.5181 0.1339
C 0.8034 -1.7000 -0.0024
N 1.7556 -0.6879 -0.1108
N 0.9151 0.4146 -0.5846
C 0.7198 1.6993 0.0578
C -0.0550 0.5187 0.4655
H -2.7861 1.0476 -0.5015
H -3.0543 -0.9046 -0.4195
H 1.2420 -2.6404 0.2098
H 2.5565 -1.0064 -0.7199
H 1.2569 2.2399 0.8948
H 0.4123 2.4958 -0.7143
H 0.3293 0.3992 1.4776
```

# C5H7N3

C5H7N3 in the gas phase at a distorted geometry (ωB97M-V with the def2-TZVPD basis set, the Open Molecules 2025 dataset).

Charge: 0
2S+1: 1
DFT total energy, eV: -9763.5730
LUMO energy, eV: 0.694
Energy above the lowest of the compared OMol25 structures with the same formula, charge and spin, kJ/mol: 561.0
Kohn-Sham gap, eV: 9.093
HOMO energy, eV: -8.399
SMILES string: [H]/N=C(N)/C(C#C)=C/N

```
15
C5H7N3, DFT ωB97M-V with the def2-TZVPD basis set
H -1.6274 1.8802 -2.1406
N -1.1454 0.8687 -1.8176
C -0.2233 1.1083 -1.0134
N 0.3371 2.2776 -0.4617
C -0.0034 -0.1862 -0.2438
C -0.6184 -1.4782 -0.5382
C -1.0450 -2.5868 -0.6302
C 0.5312 -0.0430 0.9874
N 0.5303 -1.1314 1.9910
H 0.5146 3.1481 -1.1199
H 1.2706 2.1413 0.0673
H -1.5173 -3.7347 -0.3242
H 1.0300 0.8997 1.3174
H 0.2692 -1.9870 1.4558
H 1.6972 -1.1767 2.4708
```